*a*
A cluster of 13 separate species, BH28O12 in total. Source: OMol25; level of theory: ωB97M-V/def2-TZVPD.

```
! wB97M-V def2-TZVPD RIJCOSX def2/J DEFGRID3
* xyz -1 1
B 0.2805 0.4919 -0.1606
H 0.2247 0.9506 -1.1556
H 0.9210 1.2969 0.5184
H -0.9041 0.3058 0.3135
H 0.8068 -0.7235 -0.1475
O -3.0295 0.1890 2.5644
H -2.4857 0.6449 1.7703
H -3.5817 1.0738 2.8237
O -1.5218 2.6210 -3.5465
H -1.2415 2.7851 -2.6441
H -2.4673 3.0052 -3.5892
O 3.1082 0.6023 2.1511
H 3.6331 1.3105 1.7882
H 2.3131 0.6191 1.5644
O -0.7870 -1.4549 -1.7688
H -0.2649 -2.3068 -1.9209
H -0.0972 -0.8272 -1.4198
O -0.0272 3.2507 2.5111
H -0.5842 3.6106 1.8149
H 0.3199 2.6286 1.8774
O 2.7826 3.9318 0.1323
H 2.4231 4.6062 -0.2826
H 2.0329 3.3337 -0.0877
O -3.3871 -1.4023 -0.8625
H -3.6776 -2.3570 -0.6596
H -2.5562 -1.4743 -1.1491
O 2.4179 -2.7584 -1.4805
H 2.8022 -3.6815 -1.2529
H 3.2809 -2.4256 -1.1714
O -1.4055 3.0410 -0.6586
H -1.0643 3.6965 -0.0957
H -1.1765 2.0668 -0.4334
O 2.4470 -3.1088 1.3223
H 2.2002 -4.1150 1.6031
H 2.0583 -2.9530 0.4978
O -1.8189 -2.4413 0.9573
H -1.1105 -2.5524 1.5913
H -1.6678 -1.5924 0.6306
O 0.0115 -3.5428 -0.8084
H 0.9504 -3.4231 -0.9491
H -0.1577 -2.9212 -0.1877
*
```

The HOMO-LUMO gap is 9.02 eV.



*b*
A structure of composition BH28O12. Source: OMol25; level of theory: ωB97M-V/def2-TZVPD.

```
! wB97M-V def2-TZVPD RIJCOSX def2/J DEFGRID3
* xyz -1 1
B 0.1833 -0.0742 0.3129
H 1.3205 0.1450 0.5455
H -0.3671 -0.8439 1.0938
H -0.4110 1.0597 0.3136
H 0.1623 -0.5137 -0.5797
O 0.5636 1.1469 -2.9928
H 0.3113 0.7050 -2.2695
H 0.5713 2.1604 -2.6647
O 3.4471 0.8637 -1.5452
H 3.5729 0.7500 -0.6212
H 2.6686 1.5720 -1.6022
O 2.5604 -1.7162 -2.2600
H 2.4319 -1.8813 -3.1462
H 2.6436 -0.8068 -1.7160
O 0.4153 2.7366 -1.5110
H 0.0921 2.1062 -0.9565
H -0.0687 3.4185 -1.2815
O -0.7917 -3.3185 2.9514
H -1.4440 -3.4102 2.1326
H 0.0911 -3.2766 2.7363
O -1.1753 -1.0729 -3.7993
H -1.5980 -0.3750 -4.3400
H -0.3672 -0.5623 -3.5201
O -0.5089 1.0762 3.6369
H 0.1346 1.0980 3.0138
H -0.1887 2.0533 3.9060
O -3.0443 0.2602 2.4236
H -2.0981 0.3269 2.8335
H -2.9081 0.2948 1.5202
O 3.1186 -0.5946 3.0290
H 2.5229 -0.8378 2.2488
H 3.6154 0.2270 2.9467
O 0.0678 -3.5473 -0.5595
H 0.0965 -2.5135 -0.4365
H 0.8854 -3.7056 -0.0395
O -3.3368 -0.6441 -0.7144
H -3.7052 -1.5146 -0.8143
H -2.3683 -0.6060 -0.9600
O -2.4328 3.0744 0.6751
H -2.4829 2.8009 1.7048
H -2.1796 3.9392 0.3054
*
```

The HOMO-LUMO gap is 8.99 eV.



Which of them is least stable? Easy: *b*.



*a*
The molecule C2H5FO2. Source: OMol25; level of theory: ωB97M-V/def2-TZVPD.

```
! wB97M-V def2-TZVPD RIJCOSX def2/J DEFGRID3
* xyz 0 1
C -0.4731 -0.4198 -0.6609
C 0.1347 -0.2189 0.7306
O 0.5503 0.0176 -1.5277
O 0.7819 0.9637 0.8539
F -1.0258 -0.2598 1.5450
H -0.6332 -1.4887 -0.6473
H -1.4180 0.0147 -0.8200
H 0.7679 -1.0627 1.2028
H 1.0125 0.7659 -1.0779
H 0.3027 1.6880 0.4015
*
```

Its SMILES is OC[C@@H](O)F. The HOMO-LUMO gap is 11.57 eV.



*b*
A cluster of 2 separate species, C2H5FO2 in total. Source: OMol25; level of theory: ωB97M-V/def2-TZVPD.

```
! wB97M-V def2-TZVPD RIJCOSX def2/J DEFGRID3
* xyz 0 1
C 0.9102 0.9441 0.7869
C -0.8417 0.8042 -0.6565
O -0.6110 -1.8425 -0.2512
O 0.4343 0.8850 -0.5043
F -0.9113 0.5998 -2.0275
H 0.0174 1.1939 1.3973
H 1.6568 1.7805 0.8385
H 1.3267 0.0863 1.1741
H -1.7047 -1.6918 -0.2924
H -0.2767 -2.7595 -0.4649
*
```

The HOMO-LUMO gap is 10.85 eV.



Which of them is least stable? Easy: *b*.



*a*
A cluster of 4 separate species, H8O4 in total. Source: OMol25; level of theory: ωB97M-V/def2-TZVPD.

```
! wB97M-V def2-TZVPD RIJCOSX def2/J DEFGRID3
* xyz 1 2
O 3.1970 1.1390 1.0449
H 2.3021 0.8504 1.2240
H 3.2673 1.9879 1.4815
O -0.6804 -0.6828 -1.4818
H -0.7182 -1.5166 -1.9504
H -0.4684 -0.0377 -2.1565
O -3.1160 -0.2700 -0.2489
H -2.3996 -0.5087 -0.8373
H -2.6958 0.2319 0.4495
O 0.7285 -0.1656 0.9428
H 0.3795 -0.9386 1.3865
H 0.2040 -0.0892 0.1457
*
```

The HOMO-LUMO gap (spin up / spin down) is 13.38 / 2.32 eV.



*b*
A cluster of 4 separate species, H8O4 in total. Source: OMol25; level of theory: ωB97M-V/def2-TZVPD.

```
! wB97M-V def2-TZVPD RIJCOSX def2/J DEFGRID3
* xyz 1 2
O 0.0994 -0.7825 -2.9179
H -0.3109 -0.2641 -2.2000
H -0.5497 -1.0089 -3.6128
H 3.2988 4.0701 0.7757
O 3.8508 3.8036 1.5372
H 3.6411 4.4093 2.2683
O -3.7497 -5.2760 -0.5943
H -4.1217 -5.9910 -0.0579
H -4.5697 -4.7591 -0.6306
O 0.9562 1.9808 1.5003
H 0.0497 1.6471 1.5930
H 1.4058 2.1708 2.3390
*
```

The HOMO-LUMO gap (spin up / spin down) is 11.89 / 1.67 eV.



Which of them is least stable? Easy: *b*.